1.
A structure of composition C31H34ClN3ORhSSi in a non-equilibrium geometry, computed with ωB97M-V/def2-TZVPD.

Structure (XYZ):
```
73
Properties=species:S:1:pos:R:3:forces:R:3
Rh 0.98500 1.81872 -1.00608 -1.13 2.72 2.52
C 1.71229 4.49732 0.74477 -0.56 -0.15 0.24
C 0.54241 3.82658 1.46954 0.37 0.15 -0.06
N -0.27128 3.04119 0.54357 0.43 -1.01 -0.43
C -1.35005 3.73100 -0.16129 -0.16 0.06 -0.27
C -0.86593 4.66242 -1.25708 0.07 -0.06 -0.04
S 0.24418 3.81238 -2.43780 0.22 -1.37 0.65
C 1.79375 4.78475 -2.31162 -0.05 -0.15 -0.01
C 2.87467 4.17052 -1.42469 0.13 0.29 -0.11
N 2.30326 3.56139 -0.22021 0.31 -1.21 -0.94
H 2.44341 4.81669 1.49050 0.11 0.02 -0.13
H 1.38685 5.39039 0.21758 0.02 -0.02 -0.05
H -0.05262 4.58121 1.99381 0.00 -0.04 0.02
H 0.94811 3.13973 2.21380 -0.07 -0.04 0.01
H -0.69482 2.25459 1.02675 -0.02 0.01 -0.10
H -1.96539 4.31297 0.53432 0.00 -0.07 0.02
H -1.96973 2.95211 -0.60750 -0.01 -0.03 0.09
H -0.34992 5.53589 -0.86721 -0.02 0.05 -0.05
H -1.72261 5.00366 -1.83577 0.01 0.06 0.01
H 1.50083 5.78391 -1.99321 -0.02 0.02 -0.04
H 2.17310 4.85568 -3.32916 -0.01 0.05 0.00
H 3.60698 4.94941 -1.18390 -0.02 -0.01 0.03
H 3.37283 3.37888 -1.97909 0.06 0.05 0.06
H 3.00388 2.99239 0.24510 0.12 0.07 -0.06
Cl 2.34164 1.21647 -2.76217 -0.23 -0.16 0.13
O -0.81395 0.70093 -0.70540 1.55 1.60 -0.94
Si -1.32331 -0.73708 -0.24742 -0.83 -1.89 -0.23
C -3.22217 -0.76027 -0.16321 0.88 0.25 0.22
C -3.86869 -1.42201 0.87903 -0.27 0.11 -0.05
C -5.25070 -1.35148 1.00622 0.04 -0.12 0.02
C -5.99468 -0.62147 0.09208 -0.06 -0.02 0.03
C -5.36121 0.02327 -0.96057 0.06 0.03 -0.15
C -3.98063 -0.05059 -1.09152 -0.20 0.00 0.05
C -0.72027 -1.24520 1.48118 0.11 0.32 -0.34
C -0.33685 -0.25073 2.38204 0.04 -0.15 -0.01
C 0.08558 -0.55344 3.66787 0.03 0.08 0.05
C 0.12580 -1.87675 4.08419 -0.01 0.04 0.02
C -0.25404 -2.88239 3.20752 0.01 -0.08 0.02
C -0.66841 -2.56843 1.92054 0.04 -0.03 -0.05
C -0.83288 -2.07132 -1.51345 0.07 0.75 0.53
C -1.40725 -3.33920 -1.53573 0.15 -0.17 -0.10
C -0.97944 -4.28685 -2.45753 -0.10 -0.04 0.06
C 0.00990 -3.96733 -3.37705 0.04 -0.01 -0.05
C 0.58238 -2.70343 -3.36958 -0.01 0.11 -0.13
C 0.16005 -1.75859 -2.44240 -0.23 -0.23 -0.18
H -3.29852 -1.98901 1.60489 0.00 0.06 0.05
H -5.74071 -1.86645 1.82317 -0.03 0.02 -0.02
H -7.07024 -0.55907 0.19677 0.00 0.00 0.00
H -5.94319 0.58061 -1.68425 -0.02 -0.01 0.01
H -3.49078 0.44603 -1.92205 0.00 0.04 0.01
H -0.36125 0.78504 2.05993 0.04 -0.03 0.12
H 0.37845 0.23848 4.34745 -0.02 -0.02 0.01
H 0.43934 -2.11989 5.09138 0.02 -0.01 -0.02
H -0.22893 -3.91618 3.52942 0.00 0.01 -0.01
H -0.95791 -3.37115 1.25085 0.04 0.00 -0.01
H -2.19853 -3.59719 -0.83977 -0.02 0.03 -0.01
H -1.42845 -5.27243 -2.46841 -0.01 0.01 -0.02
H 0.31610 -4.69447 -4.11828 0.04 -0.03 0.04
H 1.35083 -2.45154 -4.09050 -0.01 0.01 -0.01
H 0.60336 -0.77071 -2.44257 0.01 -0.02 -0.06
N 2.21636 0.50098 0.24260 -1.06 0.19 -0.77
C 2.50008 -0.60478 0.38538 0.02 0.30 0.02
C 2.84771 -1.96572 0.57627 0.16 -0.57 0.16
C 2.37659 -2.92714 -0.32249 -0.03 0.22 -0.09
C 2.65335 -4.26031 -0.09123 0.05 -0.11 0.05
C 3.39997 -4.63815 1.01725 -0.03 0.06 -0.04
C 3.89238 -3.67774 1.89227 0.05 -0.04 0.02
C 3.62123 -2.34081 1.67758 -0.03 0.18 0.10
H 1.80070 -2.62472 -1.18780 0.08 -0.10 0.17
H 2.28204 -5.00728 -0.77972 -0.01 0.02 -0.02
H 3.60632 -5.68495 1.19625 0.01 0.00 0.00
H 4.49124 -3.97289 2.74285 -0.01 0.01 0.00
H 4.00240 -1.58642 2.35298 -0.04 -0.01 0.03
```
Forces are in eV/Å.

energy relative to the best compared isomer or geometry (same formula, charge and spin) = 50.60 kcal per mole
max |F| = 3.9 eV/A
net charge = +1
gap between HOMO and LUMO = 6.35 eV
LUMO level = -4.5 eV

***

2.
A cluster of 2 separate species, C31H34F6N3O in total in a non-equilibrium geometry, computed with ωB97M-V/def2-TZVPD.

Structure (XYZ):
```
75
Properties=species:S:1:pos:R:3:forces:R:3
C 2.99146 1.87140 0.61209 0.38 -0.03 0.16
C 1.66159 1.16587 0.85622 0.04 0.49 0.36
N 1.80127 -0.14747 1.46156 0.57 0.00 0.21
C 0.67590 -0.92939 1.50137 -0.91 0.01 -1.01
C -0.40018 -0.70279 0.68144 0.54 -0.38 0.98
C 0.69277 -2.09436 2.45365 -0.14 -0.17 -0.11
C 0.93371 -3.38832 1.98039 0.03 0.11 0.09
C 1.02759 -4.45989 2.87194 -0.11 0.07 0.16
C 0.82861 -4.25948 4.24440 -0.02 0.14 -0.22
C 0.52547 -2.97371 4.71146 0.06 -0.04 -0.19
C 0.47227 -1.89703 3.82427 -0.01 -0.14 -0.20
C 2.93540 -0.42138 2.35107 0.08 0.34 0.56
C 4.19778 0.30727 1.89150 -0.29 0.39 0.01
O 3.91990 1.69518 1.67755 -0.13 -0.68 -0.36
H 3.41683 1.50848 -0.34325 0.08 0.19 0.33
H 2.84021 2.95858 0.57947 -0.08 -0.37 -0.33
H 1.02509 1.82854 1.48211 0.09 -0.43 -0.16
H 1.17074 1.04080 -0.11082 0.08 0.16 0.06
H -1.19431 -1.44091 0.69188 -0.02 0.21 0.00
H -0.48135 0.16690 0.03494 -0.09 -0.43 0.13
H 1.05968 -3.53385 0.90393 0.06 -0.01 0.37
H 1.26531 -5.45366 2.48672 -0.08 0.25 0.17
H 0.91032 -5.09667 4.94586 -0.05 0.35 -0.30
H 0.34152 -2.79994 5.77093 0.08 -0.09 -0.23
H 0.24840 -0.88966 4.18008 0.10 -0.28 -0.02
H 2.71344 -0.10078 3.38904 0.05 -0.08 -0.34
H 3.14301 -1.49956 2.38359 -0.15 0.27 -0.08
H 4.96041 0.30351 2.68232 -0.23 -0.28 -0.29
H 4.59014 -0.18159 0.97838 -0.04 0.37 0.19
C -1.50307 -6.85389 -2.40603 -0.19 0.16 -0.76
N -1.73234 -6.80086 -0.98231 0.36 0.09 0.65
C -1.35593 -7.99315 -0.23669 0.26 0.16 -0.03
C -2.54478 -8.90157 -0.08452 -1.82 -0.78 -0.12
F -2.26563 -10.09563 0.51151 -0.12 1.43 -0.63
F -3.53606 -8.28373 0.64533 0.97 -0.70 -0.60
F -3.08580 -9.16501 -1.32382 0.50 0.08 1.23
C -2.23191 -5.68071 -0.39987 -0.35 -0.18 0.25
C -2.12592 -5.46179 1.00251 -0.25 0.19 0.00
C -2.62514 -4.31018 1.55919 0.34 -0.08 0.00
C -3.35888 -3.36202 0.78648 0.23 0.25 -0.04
C -3.89137 -2.23600 1.46459 -0.10 -0.68 -0.31
C -5.10867 -1.56795 1.21044 -0.53 0.55 -0.16
C -5.31376 -0.30104 1.84150 0.36 -0.15 -0.12
C -6.43796 0.45103 1.60479 -0.28 -0.03 -0.35
C -7.45620 -0.06005 0.76746 0.79 -0.35 0.02
N -8.57664 0.71011 0.48738 -0.06 1.14 -0.41
C -9.83272 0.45048 1.14976 -0.67 -0.69 0.03
C -8.41862 2.05439 -0.07730 0.39 -0.64 0.44
C -8.15480 1.91927 -1.55315 -0.08 -0.68 -1.60
F -7.97326 3.09673 -2.21332 -0.21 -1.14 0.84
F -7.02903 1.15005 -1.75843 -0.94 0.79 0.01
F -9.20217 1.25284 -2.15408 1.14 0.80 0.43
C -7.31732 -1.35342 0.19290 -0.15 0.38 0.30
C -6.17040 -2.09375 0.40123 0.25 0.15 0.00
C -3.45714 -3.58718 -0.62352 -0.33 -0.26 0.10
C -2.90658 -4.70911 -1.19794 0.07 0.12 -0.15
H -1.12384 -5.88518 -2.75885 -0.01 -0.30 0.07
H -0.74515 -7.62261 -2.59938 -0.34 0.26 -0.16
H -2.43066 -7.08055 -2.95548 0.38 -0.11 0.05
H -0.62152 -8.54118 -0.84154 0.00 0.15 0.53
H -0.97906 -7.76360 0.76564 0.15 -0.18 -0.38
H -1.64423 -6.20652 1.63008 -0.13 0.36 -0.05
H -2.49556 -4.13685 2.63409 -0.01 -0.04 -0.43
H -3.31133 -1.87757 2.31717 -0.18 -0.15 0.02
H -4.52954 0.09650 2.48869 -0.18 -0.17 -0.13
H -6.57910 1.44115 2.05231 0.17 -0.47 -0.10
H -9.66816 -0.09914 2.08943 -0.12 0.24 -0.25
H -10.31454 1.41376 1.36972 0.04 -0.45 0.10
H -10.50308 -0.14448 0.50938 0.00 0.19 0.29
H -9.35850 2.59986 0.05397 0.42 0.09 0.03
H -7.55786 2.57035 0.36205 -0.26 0.28 -0.05
H -8.12624 -1.70161 -0.45777 0.37 0.01 0.30
H -6.07855 -3.08069 -0.06413 0.03 0.39 0.26
H -3.96018 -2.85834 -1.26734 0.17 -0.23 0.33
H -3.01409 -4.89415 -2.27415 0.06 0.28 0.59
```
Forces are in eV/Å.

energy relative to the best compared isomer or geometry (same formula, charge and spin) = 20.44 kcal per mole
max |F| = 2.0 eV/A
net charge = +1
gap between HOMO and LUMO = 4.85 eV
LUMO level = -5.0 eV

***

3.
A structure of composition C31H34FGaN5O12 in a non-equilibrium geometry, computed with ωB97M-V/def2-TZVPD.

Structure (XYZ):
```
84
Properties=species:S:1:pos:R:3:forces:R:3
C -3.24437 -8.32530 2.38038 -0.10 0.19 0.16
C -2.75915 -6.96730 2.89844 0.62 -1.18 -0.24
C -1.26858 -6.78719 2.54728 -0.38 0.08 -0.67
C -0.96677 -5.67342 1.53946 0.27 0.29 0.50
C 0.55527 -5.56089 1.35487 -0.75 -0.42 0.04
Ga -1.82981 -3.86139 1.92640 0.17 -0.35 -0.21
O -2.79476 -3.35002 0.40389 0.11 0.07 0.29
O -3.01816 -3.81732 3.38061 0.22 0.16 -0.15
C -0.41963 -2.34021 2.24195 -0.98 -3.31 1.17
O -0.53456 -1.28006 1.75479 0.35 2.90 -1.31
N 0.74429 -2.66568 3.05873 -0.01 0.38 -0.17
C 1.53096 -1.58686 3.44189 0.64 -3.47 -0.89
O 1.21686 -0.56924 3.85020 -1.43 4.44 1.63
F 2.83475 -1.83830 3.30354 1.14 -0.55 -0.29
H -4.31937 -8.43597 2.48684 -0.25 -0.02 -0.02
H -2.99161 -8.41618 1.32719 -0.03 -0.12 -0.19
H -2.78554 -9.15042 2.91898 0.19 -0.14 0.03
H -2.84256 -6.96427 3.97535 -0.47 0.38 0.31
H -3.38805 -6.22207 2.43745 0.00 0.50 0.16
H -0.95341 -7.73118 2.08990 0.27 -0.17 0.02
H -0.64518 -6.69076 3.43178 0.00 0.27 0.33
H -1.36142 -6.00036 0.57684 -0.28 0.09 -0.17
H 0.95724 -6.53352 1.06301 0.20 -0.07 -0.32
H 0.76756 -4.80974 0.60457 0.42 0.12 -0.15
H 1.05194 -5.31517 2.28486 0.16 0.33 0.22
H -3.35637 -2.60816 0.65098 0.02 0.02 -0.12
H -3.88349 -4.01813 3.01337 -0.06 0.00 0.13
H 0.50945 -3.26665 3.83466 0.12 -0.37 -0.13
C 0.50081 1.85390 5.79007 0.09 0.03 0.03
C -0.69709 1.43282 6.35149 0.08 0.09 0.00
C -1.54881 2.35183 6.94313 -0.15 -0.19 0.05
C -1.18866 3.68849 6.96112 0.11 -0.15 -0.10
C 0.00392 4.12367 6.41073 0.19 0.20 -0.08
C 0.85058 3.19792 5.82338 -0.12 -0.11 0.06
N -2.09781 4.67059 7.56832 -0.06 0.09 0.07
O -3.13041 4.25846 8.06374 0.15 0.09 -0.06
O -1.76647 5.84344 7.54143 -0.07 -0.17 0.02
H 1.15764 1.13523 5.32318 -0.04 -0.02 -0.05
H -0.96854 0.38642 6.32315 -0.02 0.01 -0.03
H -2.48053 2.02245 7.37891 -0.03 0.14 0.02
H 0.27631 5.16868 6.43346 -0.14 0.02 0.07
H 1.78469 3.52433 5.38652 -0.01 0.02 0.00
C -1.16607 -0.66643 -4.30935 0.11 0.00 -0.06
C -2.05748 -1.06450 -5.30044 0.05 -0.02 0.16
C -3.05101 -1.98783 -5.01308 -0.08 0.05 -0.25
C -3.13929 -2.49650 -3.72938 0.26 0.27 -0.17
C -2.25854 -2.11857 -2.73108 0.09 -0.06 0.39
C -1.26641 -1.19784 -3.02950 -0.03 0.07 -0.22
N -4.19589 -3.45750 -3.38741 0.08 0.07 -0.04
O -4.96751 -3.81622 -4.26922 0.18 0.07 0.23
O -4.21622 -3.81768 -2.23502 -0.49 -0.34 -0.15
H -0.39196 0.06323 -4.52870 -0.25 -0.34 -0.03
H -1.97868 -0.65118 -6.29763 -0.01 -0.02 -0.01
H -3.74388 -2.29754 -5.78209 -0.08 -0.09 0.11
H -2.33995 -2.53216 -1.72872 -0.10 -0.08 0.00
H -0.57217 -0.89064 -2.25796 -0.03 -0.04 0.04
C 0.19241 4.86530 -0.30960 0.00 0.01 0.00
C 1.52194 4.51522 -0.50262 -0.13 0.02 -0.01
C 1.87143 3.66262 -1.53545 0.27 0.02 0.05
C 0.87918 3.17433 -2.36635 -0.07 0.15 0.19
C -0.45057 3.50825 -2.18386 -0.26 -0.02 -0.10
C -0.79238 4.35925 -1.14666 0.12 0.05 0.06
N 1.24731 2.28761 -3.47539 -0.03 -0.09 -0.04
O 2.42174 1.98935 -3.60106 -0.15 0.05 -0.07
O 0.35573 1.89987 -4.21079 0.38 0.41 0.11
H -0.07723 5.53518 0.49654 0.00 -0.02 0.00
H 2.28707 4.90899 0.15221 0.01 -0.02 -0.01
H 2.90566 3.38927 -1.68499 -0.05 -0.08 -0.11
H -1.21684 3.11538 -2.83617 0.11 -0.08 -0.06
H -1.82762 4.62997 -0.99189 0.00 -0.03 -0.01
C 6.15549 4.00814 -6.41646 0.00 0.00 0.00
C 4.90375 3.52328 -6.06371 0.14 0.05 -0.05
C 3.98231 4.36116 -5.45796 -0.22 -0.19 0.02
C 4.32720 5.67739 -5.21493 0.15 -0.15 -0.12
C 5.57290 6.17464 -5.55440 0.19 0.21 -0.02
C 6.49067 5.33143 -6.15867 -0.07 -0.12 -0.01
N 3.34108 6.57264 -4.58922 -0.13 0.09 0.11
O 2.26290 6.09928 -4.28309 0.18 0.09 -0.04
O 3.66323 7.73418 -4.41568 -0.06 -0.18 -0.02
H 6.87262 3.35305 -6.89428 0.00 0.00 0.01
H 4.64328 2.49258 -6.26165 -0.04 0.01 0.04
H 3.01029 3.98004 -5.18412 -0.02 0.11 0.05
H 5.83256 7.20404 -5.35556 -0.14 0.01 0.05
H 7.46780 5.70648 -6.43148 -0.01 0.02 0.01
```
Forces are in eV/Å.

max |F| = 4.9 eV/A
net charge = -1
gap between HOMO and LUMO = 5.62 eV
LUMO level = 0.6 eV